99
Properties=species:S:1:pos:R:3:forces:R:3 method="wB97M-V/def2-TZVPD" charge=+1 e_tot_ev=-178371.846 homo_energy_ev=-9.989 e_above_lowest_kcal_mol=21.4
Sb -2.04685 -1.21223 2.26105 -0.106 0.198 0.047
Br 1.63921 -2.02165 -0.22974 -0.084 -0.048 0.040
Sc 0.22611 0.55945 -0.90151 0.355 0.038 0.904
S -1.78573 -1.02515 0.00824 0.179 -0.275 -0.246
F -1.52301 1.65936 -1.89546 0.009 0.030 -0.121
F -3.74670 2.92290 -2.78863 -0.018 0.000 -0.043
F -4.24033 4.90886 1.44866 -0.049 0.064 0.043
F -2.08467 3.68395 2.33209 0.079 0.037 0.034
O 1.23317 1.69545 -2.35981 -0.002 0.181 -0.202
O -0.12565 -0.60954 -2.48007 -0.443 -0.075 -0.357
O -1.08964 -0.60807 -8.60168 0.160 0.064 0.112
O 0.21744 1.10239 -8.44737 -0.042 -0.175 0.084
N 2.12382 1.52089 0.43124 0.031 0.033 -0.139
N -0.40264 0.17058 -7.96999 -0.157 0.126 -0.067
N -0.56033 1.94034 0.48406 0.021 0.124 -0.136
N 2.77022 -1.38856 -2.66824 0.094 0.074 -0.033
C -3.34746 3.13961 -1.53353 -0.032 -0.024 0.000
C 4.68660 -2.42894 -3.68424 0.021 -0.022 -0.027
C -2.43367 3.49899 1.04636 0.055 0.075 -0.105
C -0.29589 -1.53196 3.37730 0.150 -0.081 0.019
C 4.30590 0.99963 -0.69824 0.144 -0.039 0.071
C 2.06411 -2.14550 4.71446 -0.004 0.000 0.001
C 3.45606 0.88118 0.55453 -0.033 0.007 0.056
C -3.10777 0.43352 3.00375 -0.087 0.140 -0.019
C 0.12099 2.14811 1.74539 0.049 -0.009 0.014
C -4.05819 3.97814 -0.69609 -0.089 0.039 0.010
C 4.82104 -3.24160 -2.56414 -0.003 -0.017 0.022
C -0.93629 -1.30568 -4.57530 0.030 -0.092 -0.054
C -4.60218 2.63242 3.79868 -0.047 -0.056 -0.004
C 0.42516 0.70273 -4.36703 0.028 0.080 -0.041
C -3.57559 4.13052 0.58852 0.074 0.050 -0.084
C -4.25907 -4.45644 4.09523 -0.007 -0.010 -0.016
C -0.21351 -0.41389 -3.74941 0.125 0.074 0.081
C -0.33604 -0.01376 -6.51204 0.032 -0.009 -0.158
C -1.68598 2.65732 0.21135 -0.117 -0.127 0.071
C 1.13641 1.66481 -3.60154 -0.046 -0.073 -0.022
C 0.25282 -2.81079 3.28209 -0.017 -0.021 -0.004
C -0.99752 -1.10625 -5.92707 -0.012 -0.026 0.039
C 3.93013 -3.12806 -1.50749 0.048 -0.022 -0.003
C 1.43267 -3.11405 3.94579 0.016 -0.004 0.019
C -3.55086 -3.73569 1.49765 0.003 0.005 -0.008
C 1.51647 -0.87404 4.81970 0.029 -0.018 0.010
C -3.51350 -3.30814 3.87798 0.005 0.000 0.006
C -3.61313 2.12972 4.63176 -0.014 -0.030 -0.001
C -4.10765 0.93376 2.17120 0.058 0.037 -0.026
C 2.93460 -2.17935 -1.63964 0.006 -0.031 -0.031
C 1.42851 1.37601 1.72106 -0.001 0.060 0.033
C -3.16197 -2.95282 2.57760 -0.056 -0.061 0.085
C 0.34129 -0.56410 4.14969 -0.018 -0.011 0.002
C -4.65013 -5.24215 3.01734 -0.001 0.003 0.006
C -4.85370 2.03184 2.57180 -0.048 -0.061 0.122
C 3.07629 3.80381 1.05445 0.036 0.036 0.046
C 5.61569 -2.51751 -4.86201 0.007 0.004 0.005
C 0.36255 0.88253 -5.76142 0.007 -0.031 0.014
C -2.86425 1.02879 4.23849 -0.053 -0.056 0.092
C 3.63737 -1.51718 -3.67440 -0.034 0.062 0.013
C -2.21779 2.51784 -1.07281 -0.042 -0.030 0.059
C -4.29850 -4.88452 1.72366 0.001 0.000 0.015
C 2.29601 2.95494 0.06041 -0.009 -0.001 -0.013
H 3.98409 1.32661 1.40425 0.011 -0.008 0.023
H -4.60737 -5.49859 0.88745 0.009 0.013 0.016
H 4.10665 3.46656 1.17887 -0.032 0.019 -0.011
H 2.98117 -2.38389 5.23833 -0.023 0.006 -0.010
H -3.42051 2.59572 5.58989 -0.005 -0.015 -0.025
H -1.43368 -2.14426 -4.10675 0.013 0.020 -0.005
H -5.17964 3.49473 4.10596 0.020 -0.006 -0.020
H 3.11580 4.82824 0.68197 -0.010 -0.024 0.003
H 5.62128 -3.97077 -2.51670 -0.017 0.015 0.003
H 6.11508 -1.56362 -5.03903 -0.017 -0.018 0.004
H -4.53736 -4.73771 5.10266 0.005 0.008 -0.018
H -3.21384 -2.69752 4.72405 -0.003 -0.013 -0.028
H 6.38209 -3.27397 -4.70300 -0.010 0.005 0.005
H 2.60769 3.83810 2.03956 0.016 -0.004 -0.029
H 3.29388 -0.16025 0.81889 -0.024 -0.071 -0.033
H -4.95219 4.48776 -1.02635 0.044 -0.019 0.004
H 0.85243 1.72063 -6.24023 0.001 -0.001 0.008
H -0.46889 1.80095 2.59931 -0.046 0.014 0.036
H 2.06321 1.69925 2.55323 0.028 -0.019 0.040
H 0.31652 3.20747 1.93150 0.030 0.055 -0.024
H 1.30562 3.37370 -0.09872 -0.024 0.024 0.008
H 1.25438 0.30565 1.87304 -0.035 -0.049 -0.023
H 4.80177 1.96934 -0.76514 -0.030 -0.037 -0.010
H 1.85403 -4.10894 3.86979 -0.022 0.036 -0.002
H -0.24184 -3.58045 2.69794 0.006 0.021 0.001
H 5.08301 0.23260 -0.69385 -0.021 0.042 0.022
H 3.70412 0.86012 -1.59004 -0.099 -0.058 -0.160
H -4.28871 0.48898 1.19792 0.015 -0.002 0.015
H 4.00464 -3.75022 -0.62667 -0.002 0.022 -0.027
H -5.23458 -6.13731 3.18917 0.017 0.023 -0.005
H -1.55047 -1.77955 -6.56675 0.001 0.002 -0.006
H -3.27339 -3.45017 0.48939 -0.006 -0.003 0.018
H 2.00549 -0.12087 5.42548 -0.022 -0.018 -0.020
H -0.05739 0.43833 4.22759 -0.025 0.001 0.009
H 3.48440 -0.85309 -4.52075 -0.006 -0.020 0.031
H 2.78701 2.97337 -0.90791 0.000 0.001 -0.018
H -5.62638 2.42355 1.92212 0.014 -0.019 0.022
H 5.06968 -2.77691 -5.77021 0.005 0.007 0.018
H 1.63843 2.46357 -4.16040 0.055 -0.003 -0.019
H -2.11070 0.64007 4.91143 0.005 -0.033 -0.008

102
Properties=species:S:1:pos:R:3:forces:R:3 method="wB97M-V/def2-TZVPD" e_tot_ev=-151575.385 homo_energy_ev=-8.487 smiles="Cc1ccc(C[C@H](Br)OC[C@@H](N)CCc2ccccc2)cc1.O=C1C=C(O)C(=O)C=C1O.O=C1C=C(O)C(=O)C=C1O.O=C1C=C(O)C(=O)C=C1O.O=C1C=C(O)C(=O)C=C1O"
Br 1.31646 2.59403 -2.33732 -0.100 0.160 0.466
O -10.04564 -7.06208 1.28387 -0.799 -0.404 0.185
O 6.34365 1.55416 3.43159 0.110 -1.471 -0.348
O -11.44399 -8.87506 2.71255 0.258 0.243 -0.142
O 8.90636 8.64177 3.21626 -0.773 -0.291 0.033
O -13.95781 -6.37788 -1.21667 -0.249 -0.207 0.157
O 8.63581 3.96209 3.40581 -0.328 -0.082 0.014
O 9.59256 -2.83497 2.52613 -0.031 0.760 0.374
O 0.82642 5.27791 -1.95717 0.260 -1.022 1.379
O 5.47620 -0.62157 2.10510 0.018 0.348 0.120
O 5.93707 3.98318 3.38570 1.231 0.801 -0.027
O 10.43940 -0.69080 3.93213 -0.058 -0.302 -0.172
O -15.37843 -8.12804 0.26849 0.650 0.449 -0.265
O -3.83485 -4.45716 -1.95864 0.125 -0.465 0.153
O -8.20591 -5.07802 -0.36707 0.638 -0.550 0.405
O 6.20886 8.66575 3.28420 0.383 0.101 -0.022
O -2.83808 -6.41063 -0.38247 -0.556 0.515 -0.338
O -7.19823 -6.96136 1.26393 -0.102 0.106 -0.028
N -1.15486 5.40329 -3.65128 -0.888 -0.241 0.078
C 6.73863 7.56919 3.29615 -0.711 -0.241 0.004
C -1.79272 0.21665 -0.58651 -0.788 -1.002 -1.510
C -0.46708 5.18168 -1.30269 -0.710 1.505 0.471
C 6.62844 -0.66149 2.49892 -0.007 -0.565 -0.282
C -3.11313 0.63799 -2.67006 0.721 -0.597 1.160
C 5.60578 1.09662 -2.41292 0.564 -0.473 -0.220
C -13.46292 -8.55827 1.54460 0.253 -0.027 0.130
C -13.35973 -6.92505 -0.30940 0.478 0.372 -0.216
C -2.12287 3.46092 -2.47357 -1.246 0.577 0.634
C -4.14900 -6.11550 -0.33043 0.571 -0.528 0.374
C 3.25583 4.78225 -1.75052 -0.415 -1.562 0.415
C 4.40819 2.57942 -0.81645 0.462 -0.101 -2.171
C 8.10296 5.05660 3.36018 0.621 0.244 -0.025
C -6.40154 -6.41772 0.52446 0.465 -0.367 0.234
C -6.89000 -5.35192 -0.40223 -0.677 0.591 -0.417
C 5.35362 1.97355 -3.53046 -1.416 1.508 2.044
C -4.98139 -6.76027 0.49321 -0.274 -0.034 0.094
C -2.47623 2.70655 -1.14072 0.250 -2.002 -0.729
C -11.33813 -7.29406 0.98632 0.579 0.526 -0.313
C 5.97768 6.32394 3.32926 0.122 0.367 -0.012
C 6.38522 -0.24265 -2.67632 -1.295 0.076 0.340
C 8.86338 6.30264 3.30307 -0.019 -0.319 0.016
C 1.74425 4.35042 -1.44355 0.887 0.964 -0.567
C 8.42469 0.50980 3.72429 0.180 -0.042 0.095
C 8.23170 7.48067 3.27134 0.833 0.285 -0.031
C 6.60864 5.14344 3.35744 -1.032 -0.332 -0.011
C -3.12135 -0.77792 -2.99742 1.076 1.330 1.955
C 9.30089 -0.64283 3.50920 0.027 0.533 0.245
C -1.66221 4.95892 -2.30720 1.245 -0.857 -1.297
C -2.44635 -1.70736 -2.09676 -0.340 1.687 -0.316
C 8.76046 -1.80031 2.73054 0.013 -0.785 -0.398
C -14.08094 -7.91546 0.54843 -0.664 -0.482 0.294
C 5.17040 1.35873 -1.06053 -1.147 2.251 -0.908
C 4.59070 3.19033 -3.27211 0.372 -1.184 1.760
C -12.05183 -8.30404 1.82642 -0.497 -0.390 0.246
C -2.46924 1.16100 -1.46795 0.231 -1.699 0.092
C -11.95440 -6.65358 -0.01187 -0.206 0.030 -0.133
C -6.05668 -4.70441 -1.22382 0.314 0.031 -0.112
C 7.17670 0.50429 3.25241 0.207 0.607 0.364
C -4.63313 -5.02958 -1.23852 -0.496 0.419 -0.277
C -1.78420 -1.20855 -0.90157 -0.915 0.811 -1.473
C 7.50779 -1.80289 2.26205 -0.265 0.160 -0.018
C 4.10233 3.47935 -1.92581 1.415 -0.593 -0.833
H 3.63034 5.31816 -0.83975 -0.420 -0.145 -0.908
H -3.58824 1.40312 -3.32941 0.319 -1.017 0.449
H -1.73092 2.83197 -0.32113 -0.516 0.172 -0.671
H -2.48078 -2.78517 -2.39247 0.278 1.217 0.655
H -9.83881 -7.64764 2.03851 0.219 0.072 -0.065
H -1.97202 5.30933 -4.26356 0.366 0.238 0.026
H 5.50444 1.30049 2.99793 -0.018 0.109 0.052
H 4.35326 3.92768 -4.07419 0.269 -0.838 0.646
H -0.49640 4.70226 -4.01284 -0.128 0.386 0.411
H -1.25562 -1.95702 -0.26611 -0.470 0.916 -0.433
H -3.62758 -1.08546 -3.93312 0.458 -0.025 0.819
H -8.58477 -5.68046 0.30708 -0.131 0.028 -0.051
H 3.31454 5.41965 -2.66528 -0.138 -0.513 0.828
H -4.64432 -7.54520 1.15604 0.013 0.020 -0.012
H 8.83117 1.34891 4.27266 -0.006 0.017 -0.049
H -11.44844 -5.92254 -0.62810 0.000 -0.013 0.002
H -13.97263 -9.27791 2.17026 0.002 0.010 -0.024
H -15.58141 -7.54722 -0.49005 -0.055 -0.064 0.038
H -0.42685 4.46258 -0.45212 -0.092 0.295 -0.830
H 1.68450 4.20988 -0.33458 -0.414 -0.209 -0.968
H 10.43048 -2.58816 2.96327 -0.017 -0.088 -0.043
H -1.41203 2.87140 -3.10852 -0.369 0.642 0.911
H 5.67588 1.78183 -4.57568 -0.079 -0.152 1.064
H -2.51923 5.65309 -2.09626 0.797 -0.830 0.297
H 7.10383 -2.63341 1.69961 0.015 0.006 0.020
H 5.36056 0.68111 -0.18815 -0.059 0.525 -1.207
H 4.89918 6.40091 3.32923 0.019 -0.019 0.013
H -6.39664 -3.92985 -1.89743 0.001 -0.003 0.029
H -0.62783 6.19769 -0.84135 0.167 -0.918 -0.395
H 3.99974 2.86274 0.17565 0.487 -0.454 -0.617
H 6.64740 -0.36457 -3.75361 0.081 0.235 0.936
H 6.62571 3.27165 3.40308 -0.591 0.187 0.023
H -2.45997 -5.80660 -1.05019 0.042 -0.058 0.056
H 8.22381 9.34053 3.20454 0.081 0.005 0.005
H -1.25359 0.54213 0.33221 -0.554 -0.082 -0.879
H -3.49401 2.92419 -0.73765 0.778 0.283 -0.373
H -3.07690 3.49648 -3.07610 0.878 0.051 0.472
H 9.94184 6.22623 3.28792 -0.016 0.020 0.005
H 7.25239 -0.37691 -1.98770 -0.495 0.249 -0.728
H 5.66172 -1.07160 -2.43671 0.739 0.606 -0.225